{"formula": "C26H29AsBrF6HgN4O2S2Se2", "method": "ωB97M-V/def2-TZVPD", "homo_lumo_gap_ev": 7.222, "energy_ev": -341210.4406, "mol_weight_g_mol": 1121.0, "total_charge": 1, "relative_energy_kcal_mol": 25.66, "max_force_ev_per_a": 1.9, "symbols": ["Hg", "Br", "Se", "Se", "As", "S", "S", "F", "F", "F", "F", "F", "F", "O", "O", "N", "N", "N", "N", "C", "C", "C", "C", "C", "C", "C", "C", "C", "C", "C", "C", "C", "C", "C", "C", "C", "C", "C", "C", "C", "C", "C", "C", "C", "C", "H", "H", "H", "H", "H", "H", "H", "H", "H", "H", "H", "H", "H", "H", "H", "H", "H", "H", "H", "H", "H", "H", "H", "H", "H", "H", "H", "H", "H"], "xyz": [[-0.48, 0.14, -1.62], [-1.04, 4.91, 4.60], [-1.30, -0.94, -4.08], [-3.04, -0.44, -0.83], [1.31, -3.23, -3.29], [4.29, -0.14, -0.90], [0.82, 4.48, -3.59], [2.82, -2.51, -2.74], [1.20, -1.78, -4.34], [0.39, -2.23, -1.97], [2.06, -4.18, -4.46], [1.41, -4.42, -2.02], [-0.29, -3.73, -3.76], [-0.63, -0.21, 1.41], [-1.98, 1.83, 0.44], [1.80, 0.33, -1.09], [0.51, -0.32, 5.35], [1.55, -0.90, 3.46], [0.27, 2.26, -2.47], [-3.09, -1.90, 0.44], [3.19, -3.41, 5.64], [-0.29, 3.27, -3.07], [0.65, -0.05, 4.09], [2.03, -1.74, 4.45], [-1.49, 3.19, 2.39], [2.54, -3.02, 6.82], [3.79, 1.24, -1.76], [2.30, -1.74, 0.19], [2.95, -2.78, 4.43], [-1.75, 3.38, -3.33], [-3.26, -0.91, -3.73], [-0.18, 2.23, 4.16], [2.64, -0.53, -0.58], [-3.56, -1.55, -2.39], [1.35, -1.36, 5.62], [-1.39, 2.02, 1.66], [-0.66, 0.93, 2.18], [2.42, 1.34, -1.76], [-0.06, 1.04, 3.43], [1.64, 2.39, -2.40], [1.60, -2.01, 6.83], [-0.88, 3.28, 3.63], [-2.86, 2.85, 0.01], [-1.23, 0.40, -5.50], [2.11, 3.54, -2.96], [2.46, -2.62, -0.45], [3.12, 3.89, -3.04], [-2.90, -1.48, 1.43], [-2.16, 4.24, -2.79], [-3.63, 3.03, 0.76], [3.45, -3.09, 3.53], [1.24, -1.74, 0.46], [-0.26, -0.93, 1.95], [-3.72, -1.51, -4.52], [3.90, -4.22, 5.68], [-2.31, 3.77, -0.21], [-3.03, -2.51, -2.29], [2.78, -3.53, 7.74], [-4.10, -2.32, 0.40], [1.98, -0.75, 2.56], [2.94, -1.86, 1.05], [-0.26, 0.88, -5.44], [-4.63, -1.73, -2.28], [-2.04, 1.12, -5.37], [-2.35, -2.64, 0.17], [-3.33, 2.48, -0.90], [-2.25, 2.47, -3.00], [-1.94, 3.55, -4.39], [4.50, 1.89, -2.22], [-2.04, 4.04, 2.01], [0.29, 2.30, 5.13], [-1.32, -0.11, -6.46], [-3.65, 0.11, -3.80], [1.07, -1.72, 7.72]]}